No. 1
{"formula": "C22H71F6N13O19SY", "method": "the ωB97M-V functional and the def2-TZVPD basis", "multiplicity": 1, "homo_lumo_gap_ev": 3.58, "total_charge": 1, "lumo_ev": -6.1, "homo_energy_ev": -9.679, "species": ["Y", "C", "F", "F", "F", "S", "O", "O", "O", "C", "O", "O", "C", "F", "F", "F", "C", "C", "H", "H", "H", "H", "H", "H", "C", "C", "C", "O", "C", "N", "H", "H", "H", "H", "H", "H", "H", "H", "H", "H", "H", "C", "C", "C", "O", "C", "N", "H", "H", "H", "H", "H", "H", "H", "H", "H", "H", "H", "C", "C", "C", "O", "C", "N", "H", "H", "H", "H", "H", "H", "H", "H", "H", "H", "H", "O", "H", "H", "O", "H", "H", "O", "H", "H", "O", "H", "H", "O", "H", "H", "O", "H", "H", "C", "O", "N", "N", "H", "H", "H", "H", "C", "O", "N", "N", "H", "H", "H", "H", "C", "O", "N", "N", "H", "H", "H", "H", "C", "O", "N", "N", "H", "H", "H", "H", "C", "O", "N", "N", "H", "H", "H", "H"], "positions_angstrom": [[9.338, 10.739, 9.883], [4.388, 10.201, 9.840], [3.176, 10.168, 10.388], [4.726, 8.994, 9.315], [4.199, 11.031, 8.866], [5.734, 10.867, 11.068], [5.501, 12.278, 11.302], [5.370, 10.178, 12.301], [7.123, 10.547, 10.575], [7.774, 13.418, 7.643], [8.667, 13.032, 6.605], [8.064, 12.548, 8.704], [7.937, 15.011, 7.762], [7.617, 15.404, 8.921], [9.241, 15.326, 7.708], [7.211, 15.702, 6.840], [8.165, 12.836, 5.275], [9.186, 12.003, 4.554], [10.209, 12.375, 4.592], [9.192, 11.010, 5.005], [8.924, 11.942, 3.498], [8.133, 13.833, 4.836], [7.210, 12.335, 5.122], [6.724, 13.281, 7.381], [7.901, 15.629, 12.889], [9.182, 16.055, 12.172], [10.277, 16.303, 13.172], [10.082, 17.601, 13.726], [10.913, 17.740, 14.882], [9.527, 15.012, 11.161], [7.255, 14.942, 12.342], [7.210, 16.472, 12.867], [8.017, 15.503, 13.965], [9.143, 16.993, 11.618], [11.161, 16.313, 12.533], [10.300, 15.511, 13.921], [10.965, 18.748, 15.294], [11.947, 17.464, 14.674], [10.581, 17.016, 15.626], [10.354, 15.416, 10.746], [8.952, 15.205, 10.353], [9.494, 6.184, -1.086], [8.345, 6.760, -0.382], [8.602, 8.202, 0.094], [7.578, 8.800, 0.938], [7.881, 10.155, 1.182], [7.106, 6.654, -1.050], [9.820, 6.754, -1.956], [9.266, 5.217, -1.533], [10.350, 6.069, -0.420], [8.253, 6.102, 0.481], [8.876, 8.890, -0.706], [9.536, 8.197, 0.655], [7.124, 10.718, 1.731], [8.040, 10.592, 0.197], [8.783, 10.299, 1.777], [6.876, 5.671, -1.009], [6.389, 7.166, -0.557], [11.107, 15.458, 4.139], [11.826, 15.483, 5.478], [12.579, 14.108, 5.665], [13.251, 14.146, 6.868], [14.445, 13.309, 6.786], [12.660, 16.688, 5.619], [11.710, 15.210, 3.265], [10.841, 16.490, 3.910], [10.283, 14.755, 4.252], [11.108, 15.706, 6.267], [13.268, 14.075, 4.821], [12.031, 13.168, 5.606], [14.830, 13.362, 7.804], [15.186, 13.589, 6.037], [14.198, 12.257, 6.649], [13.410, 16.751, 4.945], [13.027, 16.663, 6.559], [11.631, 9.502, 5.670], [11.181, 8.829, 5.160], [12.000, 9.030, 6.417], [10.368, 11.144, 7.660], [10.938, 10.743, 7.004], [9.750, 11.669, 7.153], [5.844, 10.345, 6.212], [5.524, 11.237, 6.349], [5.157, 9.920, 5.699], [8.833, 18.396, 6.474], [9.556, 17.777, 6.580], [8.205, 17.938, 5.915], [8.392, 16.998, 4.270], [8.320, 17.343, 3.380], [7.584, 16.502, 4.401], [10.603, 12.831, 9.868], [10.234, 13.404, 10.540], [11.262, 13.369, 9.429], [5.973, 15.481, 2.722], [6.166, 15.779, 3.887], [5.367, 14.470, 2.273], [6.078, 16.325, 1.734], [5.326, 14.524, 1.265], [5.159, 13.632, 2.797], [5.797, 15.961, 0.835], [6.691, 17.109, 1.911], [11.519, 9.972, 2.350], [10.991, 8.884, 2.615], [12.012, 10.807, 3.277], [11.848, 10.322, 1.093], [11.983, 10.636, 4.272], [12.443, 11.624, 2.868], [11.509, 9.795, 0.301], [12.563, 11.022, 0.954], [7.217, 19.311, 9.319], [6.752, 19.829, 10.271], [6.490, 18.395, 8.669], [8.266, 19.730, 8.717], [7.071, 17.761, 8.139], [5.715, 18.065, 9.226], [8.529, 19.371, 7.810], [8.724, 20.578, 9.017], [3.953, 13.524, 5.466], [4.226, 12.710, 4.630], [3.093, 13.365, 6.401], [4.590, 14.644, 5.701], [3.153, 14.076, 7.116], [2.334, 12.700, 6.394], [5.310, 14.974, 5.074], [3.995, 15.306, 6.178], [4.425, 15.616, 10.125], [4.573, 16.669, 9.652], [3.625, 15.390, 11.119], [4.898, 14.495, 9.785], [3.067, 16.145, 11.492], [3.502, 14.458, 11.489], [5.666, 14.588, 9.135], [5.117, 13.724, 10.399]], "forces_ev_per_a": [[-3.42, 5.10, -3.25], [-0.16, -0.51, -0.44], [0.83, -0.93, 1.32], [-0.10, 0.87, 1.01], [1.06, 1.42, -1.77], [-2.58, 0.14, 4.27], [0.70, -0.42, -1.74], [1.09, -0.75, -1.86], [1.82, -0.52, -0.86], [0.59, -1.31, -0.10], [-0.61, -0.63, -0.15], [0.59, -0.04, 1.04], [1.21, -2.37, -1.34], [-2.16, 1.34, 3.38], [0.79, 0.35, -1.26], [0.94, -0.84, 0.45], [0.88, 0.98, -0.78], [0.25, -0.21, -0.10], [-0.13, 0.33, 0.14], [-0.06, -0.29, -0.30], [-0.04, -0.26, 0.04], [-0.36, 0.07, -0.28], [-0.30, 0.12, 0.91], [-0.23, -0.09, -0.45], [-1.23, 1.98, -0.46], [-1.12, -0.70, 0.29], [0.07, 0.58, -0.89], [0.49, -0.50, 0.46], [0.20, -0.57, -0.07], [1.09, 0.28, -0.23], [0.61, -0.83, 0.28], [0.07, 0.53, 0.09], [0.15, -0.82, -0.20], [-0.73, 0.21, 0.15], [0.89, -0.10, 0.50], [0.25, 0.02, 0.21], [-0.65, -0.01, -0.33], [0.22, -0.03, -0.36], [-0.15, 0.20, 0.38], [1.09, -0.01, -0.01], [-0.97, -0.37, 0.20], [1.44, -0.22, -1.63], [-0.55, 1.01, 2.52], [0.72, 0.18, 0.91], [0.18, -0.86, -0.36], [0.46, 0.04, -0.53], [-1.04, -0.14, -1.54], [0.02, 0.41, -0.03], [-0.18, -0.22, 0.35], [-0.01, -0.04, 0.02], [0.29, 0.37, 0.99], [-0.68, 0.02, -0.74], [0.10, -0.28, 0.51], [-0.57, -0.57, -0.22], [0.02, 0.67, 0.02], [0.40, -0.34, -0.02], [-0.57, -0.02, -0.35], [-0.08, 0.00, 0.09], [0.22, 0.58, 0.20], [0.34, -0.23, -0.38], [-0.59, 1.73, -0.74], [2.18, -1.05, 0.38], [-1.00, 0.31, 1.67], [-0.19, -0.82, -0.04], [0.47, -0.61, 0.22], [-0.81, -0.24, 0.23], [-0.29, 0.37, -0.51], [-0.37, -0.92, 0.00], [0.42, 0.04, -0.20], [-0.87, 0.09, -0.12], [0.54, 0.12, -0.22], [-0.23, 0.44, -0.01], [-0.35, -0.15, -0.36], [0.22, -0.09, -0.01], [0.45, 0.27, -0.05], [-0.01, 0.35, 1.01], [-0.40, -0.31, -0.80], [0.45, -0.31, 0.04], [0.24, -1.31, 2.12], [0.42, -0.70, -0.62], [-1.36, 1.46, -0.48], [0.55, -0.21, 0.29], [-0.29, 0.28, -0.10], [-0.21, -0.04, -0.21], [0.21, 0.09, 0.35], [0.28, -0.11, -0.15], [-0.01, -0.02, -0.62], [0.94, 0.32, 0.13], [0.11, 0.19, -0.04], [-0.77, -0.42, -0.26], [0.24, -2.32, 0.30], [-0.97, 1.54, 1.27], [0.41, -0.17, -0.63], [-0.69, 2.22, 1.75], [1.12, -0.12, 1.59], [-2.05, -5.64, -1.55], [1.85, 3.44, -1.83], [-0.65, -1.62, 0.49], [-0.29, -0.05, 0.16], [0.75, 1.37, -0.15], [-0.41, 0.14, -0.87], [0.44, -2.74, 0.56], [-0.39, 0.94, 0.25], [0.34, 1.47, -0.19], [-0.01, 0.72, -1.21], [0.08, -0.03, -0.49], [-0.03, 0.11, 0.89], [0.17, 0.02, 0.35], [-0.33, -0.23, -0.32], [-2.47, -0.17, -0.79], [-1.32, 2.04, 4.57], [-0.04, -1.65, -1.16], [4.95, 1.69, -1.98], [-0.73, -0.31, -0.10], [0.17, -0.55, -0.33], [-0.11, 0.04, 0.09], [-0.33, -0.31, 0.27], [1.44, -0.02, -0.57], [0.89, -2.11, -2.81], [-4.34, -1.14, 3.87], [1.43, 2.73, 0.22], [-0.76, -0.71, 0.32], [0.35, 0.13, -0.07], [-0.04, 0.29, -0.16], [0.85, 0.59, -0.25], [-2.19, -0.20, 2.72], [0.97, 4.98, -2.99], [-3.76, 0.40, 4.54], [5.07, -5.54, -4.52], [0.19, -0.22, 0.03], [-0.16, 0.42, -0.02], [-0.21, -0.08, -0.17], [-0.54, 0.17, 0.30]], "mulliken_charge": [1.678, 0.574, -0.194, -0.221, -0.155, 0.988, -0.711, -0.620, -0.596, 0.535, 0.380, -0.875, 0.110, 0.081, -0.306, 0.223, 0.733, -1.532, -0.260, 0.641, 0.335, -0.243, 0.111, 0.088, -1.344, 0.658, -1.012, -0.306, -0.780, -0.672, 0.303, 0.350, 0.338, 0.338, 0.360, 0.423, 0.254, 0.324, 0.315, 0.384, 0.050, -1.615, 0.801, -0.506, -0.379, -0.053, -0.807, 0.337, 0.388, 0.369, 0.190, 0.425, 0.021, 0.208, 0.378, -0.266, 0.270, 0.267, -1.518, 1.854, -0.496, -0.331, -0.838, -0.772, 0.521, 0.423, 0.130, -0.783, 0.494, -0.031, 0.324, 0.314, 0.256, 0.271, 0.249, -0.603, 0.251, 0.252, -0.277, 0.236, 0.432, -0.620, 0.119, 0.343, -0.767, 0.341, 0.294, -0.437, 0.123, 0.393, -0.537, 0.689, 0.171, 0.681, -1.019, -0.265, -0.418, 0.141, 0.146, 0.142, 0.218, 0.678, -0.642, -0.209, -0.366, 0.106, 0.100, 0.255, 0.142, 0.453, -0.700, -0.387, -0.266, 0.106, 0.535, 0.263, 0.197, 0.654, -0.678, -0.304, 0.075, 0.085, 0.246, -0.263, 0.263, 0.405, -0.786, -0.386, -0.167, 0.260, 0.117, -0.288, 0.630]}


No. 2
{"formula": "C22H74F2O22Si", "method": "the ωB97M-V functional and the def2-TZVPD basis", "multiplicity": 1, "homo_lumo_gap_ev": 8.79, "lumo_ev": -0.3, "homo_energy_ev": -9.115, "species": ["C", "O", "C", "C", "C", "C", "C", "C", "C", "C", "C", "O", "O", "C", "C", "F", "F", "C", "C", "Si", "C", "C", "C", "C", "C", "C", "C", "C", "H", "H", "H", "H", "H", "H", "H", "H", "H", "H", "H", "H", "H", "H", "H", "H", "H", "H", "H", "H", "H", "H", "H", "H", "H", "H", "H", "H", "H", "H", "H", "H", "H", "H", "H", "H", "O", "H", "H", "O", "H", "H", "O", "H", "H", "O", "H", "H", "O", "H", "H", "O", "H", "H", "O", "H", "H", "O", "H", "H", "O", "H", "H", "O", "H", "H", "O", "H", "H", "O", "H", "H", "O", "H", "H", "O", "H", "H", "O", "H", "H", "O", "H", "H", "O", "H", "H", "O", "H", "H", "O", "H", "H"], "positions_angstrom": [[-1.245, 3.862, 4.972], [-1.883, 3.864, 3.704], [-2.788, 4.946, 3.567], [-3.023, 5.296, 2.089], [-1.852, 4.958, 1.168], [-1.735, 3.498, 0.747], [-0.628, 3.328, -0.308], [-0.382, 1.845, -0.654], [1.111, 1.467, -0.580], [1.401, 0.557, 0.638], [2.830, 0.100, 0.644], [3.734, 0.891, 0.665], [3.109, -1.242, 0.681], [2.966, -1.879, -0.590], [1.621, -2.669, -0.730], [0.931, -2.035, -1.741], [0.934, -2.532, 0.435], [1.825, -4.121, -1.095], [0.617, -5.036, -0.829], [-0.731, -5.061, -2.154], [-1.819, -6.563, -1.797], [0.003, -5.318, -3.872], [-1.789, -3.495, -2.223], [-2.455, -3.202, -3.419], [-3.237, -2.061, -3.535], [-3.363, -1.184, -2.470], [-2.734, -1.462, -1.266], [-1.964, -2.613, -1.161], [-0.664, 4.771, 5.108], [-0.581, 2.999, 4.981], [-1.999, 3.763, 5.765], [-3.738, 4.659, 4.039], [-2.410, 5.823, 4.107], [-3.181, 6.376, 2.043], [-3.957, 4.831, 1.763], [-1.983, 5.545, 0.250], [-0.913, 5.299, 1.610], [-1.428, 2.891, 1.602], [-2.687, 3.096, 0.388], [0.270, 3.774, 0.129], [-0.873, 3.904, -1.203], [-0.943, 1.207, 0.031], [-0.710, 1.683, -1.680], [1.750, 2.345, -0.494], [1.424, 0.922, -1.477], [1.262, 1.170, 1.534], [0.695, -0.268, 0.643], [3.032, -1.139, -1.388], [3.783, -2.591, -0.672], [2.653, -4.482, -0.480], [2.177, -4.168, -2.122], [0.997, -6.060, -0.785], [0.164, -4.856, 0.150], [-1.192, -7.413, -1.521], [-2.377, -6.819, -2.698], [-2.524, -6.366, -0.988], [0.742, -6.116, -3.877], [-0.824, -5.567, -4.541], [0.406, -4.362, -4.220], [-2.367, -3.860, -4.275], [-3.745, -1.861, -4.472], [-3.953, -0.275, -2.551], [-2.803, -0.810, -0.404], [-1.469, -2.832, -0.221], [0.408, -3.461, 3.298], [0.248, -3.056, 2.440], [1.355, -3.631, 3.304], [-6.405, -0.513, -0.504], [-6.540, -1.221, 0.133], [-5.672, -0.818, -1.050], [-5.290, -4.301, -2.064], [-5.822, -4.510, -2.840], [-4.690, -3.611, -2.377], [-1.756, 1.552, -4.009], [-1.256, 1.147, -4.724], [-2.100, 0.805, -3.506], [-5.816, -7.416, -2.157], [-5.835, -6.472, -1.970], [-5.886, -7.814, -1.282], [5.922, 2.665, -0.267], [6.645, 2.241, 0.204], [5.206, 2.018, -0.242], [-4.311, 8.357, 2.667], [-4.035, 9.125, 3.176], [-5.271, 8.423, 2.640], [5.820, 5.686, 0.492], [6.304, 5.510, 1.307], [5.955, 4.878, -0.019], [4.446, -4.901, -2.560], [4.409, -4.152, -3.170], [4.858, -4.546, -1.767], [5.169, 7.126, 2.878], [4.302, 7.494, 3.074], [5.118, 6.861, 1.949], [3.875, -2.745, -4.600], [3.363, -1.935, -4.693], [4.161, -2.959, -5.496], [1.511, 5.231, 5.644], [1.607, 4.511, 6.272], [2.195, 5.047, 4.993], [6.517, 8.506, 5.126], [6.320, 7.863, 4.431], [6.174, 9.335, 4.781], [2.556, 1.965, 3.650], [3.090, 1.565, 2.954], [2.214, 1.220, 4.155], [6.774, -2.830, -5.214], [7.541, -2.256, -5.303], [6.363, -2.562, -4.385], [-6.145, -6.699, 0.480], [-5.774, -5.992, 1.017], [-7.077, -6.474, 0.397], [2.164, -7.867, -3.722], [2.776, -7.360, -4.267], [2.719, -8.235, -3.028], [3.686, 4.053, 7.096], [4.322, 4.763, 6.961], [3.357, 4.201, 7.989], [-7.030, 2.327, -1.471], [-7.498, 2.915, -0.871], [-6.730, 1.599, -0.911]], "forces_ev_per_a": [[-0.52, -0.16, -0.36], [0.15, 0.14, 0.05], [-0.13, -0.15, -0.06], [0.19, 0.11, 0.41], [-0.52, -0.02, -0.40], [0.73, -0.03, -0.01], [-0.53, -0.20, 0.52], [0.70, 0.68, -0.35], [0.14, -0.58, 0.14], [-0.27, 0.19, -0.33], [-0.11, 0.48, 0.26], [0.25, -0.12, 0.05], [0.02, -0.02, -0.36], [-0.39, -0.32, 0.40], [1.32, 0.30, -0.63], [-0.49, -0.01, 0.33], [-0.46, -0.04, -0.11], [-0.29, -0.24, 0.92], [-0.14, 0.34, -0.46], [-0.16, -0.84, -0.19], [0.21, 0.51, 0.04], [-0.39, 0.65, 0.41], [-0.01, -0.12, -0.22], [0.08, 0.12, 0.16], [-0.08, -0.03, -0.39], [-0.23, 0.42, 0.37], [0.30, -0.34, 0.07], [0.12, -0.19, 0.25], [0.04, 0.02, 0.10], [0.03, 0.03, 0.09], [0.13, -0.02, 0.10], [-0.01, 0.17, 0.06], [0.14, -0.03, -0.04], [-0.16, -0.12, 0.04], [0.15, -0.12, -0.26], [0.03, 0.04, 0.03], [0.01, -0.08, 0.09], [-0.24, 0.03, 0.09], [-0.05, 0.13, -0.07], [0.08, -0.03, -0.12], [0.06, -0.03, -0.04], [-0.13, -0.05, -0.12], [-0.24, -0.23, 0.14], [-0.05, 0.06, -0.13], [-0.08, 0.09, -0.06], [-0.05, -0.16, 0.11], [0.12, -0.06, 0.13], [0.01, -0.11, -0.11], [0.09, 0.11, -0.04], [0.05, 0.08, -0.02], [-0.05, 0.00, -0.09], [-0.09, -0.04, -0.10], [0.16, 0.10, 0.04], [-0.03, -0.04, -0.03], [-0.13, -0.06, 0.09], [-0.06, -0.10, -0.04], [0.00, 0.06, -0.07], [0.10, -0.16, -0.06], [0.28, -0.18, -0.10], [0.02, -0.01, 0.01], [0.00, 0.08, 0.04], [-0.03, -0.06, -0.18], [-0.15, 0.14, -0.12], [-0.04, 0.09, 0.00], [0.00, 0.00, -0.01], [0.02, 0.01, 0.00], [0.00, 0.00, 0.02], [0.09, 0.05, 0.02], [-0.04, 0.03, 0.02], [0.01, -0.06, -0.05], [-0.22, 0.03, -0.06], [-0.01, 0.08, -0.01], [0.12, -0.09, 0.07], [0.04, -0.05, 0.00], [-0.01, 0.03, -0.02], [0.00, -0.03, 0.01], [-0.17, -0.22, -0.30], [0.26, -0.03, 0.20], [0.13, 0.17, -0.11], [0.18, 0.06, -0.13], [-0.01, -0.01, 0.00], [-0.11, 0.09, 0.20], [-0.08, 0.14, 0.08], [0.05, -0.01, -0.01], [0.00, -0.05, -0.04], [0.26, 0.04, 0.18], [0.08, -0.07, -0.05], [-0.28, -0.16, -0.06], [0.15, 0.09, -0.03], [-0.11, -0.01, -0.15], [0.10, -0.12, 0.00], [-0.09, 0.06, -0.03], [-0.01, -0.04, 0.05], [-0.05, 0.03, -0.03], [-0.02, 0.01, 0.03], [-0.04, -0.03, 0.07], [0.15, -0.02, 0.05], [-0.15, 0.28, -0.15], [0.22, -0.02, 0.01], [0.02, -0.08, 0.00], [0.00, -0.07, 0.06], [-0.04, 0.06, -0.08], [0.03, 0.01, -0.01], [-0.05, -0.09, -0.09], [0.10, 0.12, 0.02], [0.02, 0.04, 0.05], [0.02, 0.05, 0.01], [0.02, -0.04, -0.04], [-0.08, 0.00, -0.04], [-0.19, 0.10, 0.32], [0.10, -0.03, -0.04], [0.00, -0.02, 0.00], [0.11, -0.05, 0.01], [0.01, 0.02, 0.02], [-0.02, 0.00, 0.01], [0.09, -0.13, 0.23], [-0.03, 0.02, -0.08], [0.06, -0.01, 0.02], [0.07, 0.01, 0.11], [0.01, 0.03, -0.03], [-0.10, -0.13, -0.07]], "mulliken_charge": [-0.729, -0.215, -0.724, -0.519, -0.903, -0.445, -0.910, 0.115, -0.923, 0.353, -0.180, -0.600, -0.413, -0.843, 1.551, -0.327, -0.267, -1.173, -0.776, -0.061, -1.168, -0.942, 0.954, -0.649, -1.225, -1.507, -0.226, -0.164, 0.376, 0.170, 0.311, 0.293, 0.440, 0.192, 0.358, 0.462, 0.286, 0.386, 0.271, 0.310, 0.358, 0.222, 0.105, 0.504, 0.315, 0.294, 0.112, 0.406, 0.272, 0.515, 0.309, 0.491, 0.450, 0.339, 0.337, 0.334, 0.101, 0.396, 0.380, 0.276, 0.440, 1.254, 0.548, 0.397, -0.655, 0.375, 0.322, -0.656, 0.291, 0.381, -0.669, 0.304, 0.329, -0.642, 0.298, 0.277, -0.616, 0.337, 0.322, -0.605, 0.285, 0.373, -0.609, 0.297, 0.287, -0.680, 0.296, 0.312, -0.597, 0.281, 0.288, -0.643, 0.314, 0.377, -0.557, 0.263, 0.288, -0.613, 0.313, 0.286, -0.648, 0.370, 0.295, -0.619, 0.265, 0.327, -0.613, 0.311, 0.306, -0.639, 0.302, 0.315, -0.625, 0.293, 0.303, -0.640, 0.324, 0.314, -0.619, 0.308, 0.322]}